Entry 1:
Computed, not measured: a 2-piece molecular cluster, C3H8S overall in a non-equilibrium geometry, with the ωB97M-V functional and the def2-TZVPD basis.

CARTESIAN COORDINATES (ANGSTROEM)
S -2.5180 -0.1841 -0.0649
H -2.9856 -1.5162 -0.2024
H -3.6716 0.2941 -0.6835
C 1.3427 0.7029 -0.8595
C 1.4323 -0.1855 0.4382
C 0.3001 -0.4320 1.1790
H 1.5737 0.1212 -1.6581
H 0.2270 1.0792 -1.0143
H 2.1007 1.3472 -0.6723
H 2.3857 -0.7268 0.3974
H 0.1578 -0.9133 2.1379
H -0.3448 0.4134 1.0024

Calculated values
E_HOMO: -0.3462 Eh
Spin multiplicity: 1
Energy above the lowest of the compared OMol25 structures with the same formula, charge and spin: 51.60 kcal per mole
Energy: -517.198354 a.u.
SMILES string: C=CC.S
Total charge: 0

Entry 2:
Computed, not measured: C13H17IN2O3PbS as an isolated structure in a non-equilibrium geometry, with the ωB97M-V functional and the def2-TZVPD basis.

CARTESIAN COORDINATES (ANGSTROEM)
C -0.0914 3.5224 1.2688
C 3.2625 0.1426 -0.2660
H 0.6243 3.7729 0.4774
H -0.2511 2.4529 1.4704
H 0.1712 4.0488 2.1907
H 2.7951 -0.5739 -0.9559
H 4.0644 0.7081 -0.7772
H 3.6595 -0.3946 0.6058
C -0.4425 2.1579 -2.0539
C -1.7318 2.4122 -2.5279
C -2.6383 1.3538 -2.5816
C -2.2081 0.0896 -2.1786
H 0.2893 2.9675 -2.0045
H -2.0034 3.4265 -2.8053
H -3.6615 1.5068 -2.9228
H -2.8609 -0.7784 -2.2275
N -0.0535 0.9627 -1.5951
C -0.9021 -0.0874 -1.6852
C -0.4051 -1.4168 -1.2458
N 0.9041 -1.5209 -0.9738
C 1.3990 -2.6446 -0.4812
C -0.7121 -3.7616 -0.6867
C 0.6387 -3.8168 -0.3526
H 2.4506 -2.6313 -0.1859
H 1.1313 -4.7121 0.0183
C -1.2481 -2.5458 -1.1199
H -2.3034 -2.4331 -1.3566
H -1.3486 -4.6404 -0.5939
Pb 1.7749 1.5429 0.3549
I -1.9744 4.2318 0.5734
C -0.2686 -0.3270 3.8597
S 0.6499 -0.5422 2.3411
O 0.9597 -1.9525 2.2265
O -0.2027 0.0175 1.2477
O 1.8602 0.3559 2.4790
H -1.2066 -0.8843 3.7668
H -0.4623 0.7366 4.0313
H 0.3416 -0.7458 4.6659

Calculated values
E_HOMO: -0.2814 Eh
Spin multiplicity: 1
Energy above the lowest of the compared OMol25 structures with the same formula, charge and spin: 74.18 kcal per mole
Energy: -1729.495282 a.u.
Total charge: 0

Entry 3:
Computed, not measured: C21H43N2O8P2 as an isolated structure in a non-equilibrium geometry, with the ωB97M-V functional and the def2-TZVPD basis.

CARTESIAN COORDINATES (ANGSTROEM)
C -4.4980 1.1342 -7.5095
C -4.9307 1.9071 -6.2516
O -6.0648 1.9385 -5.9318
O -3.9962 2.5497 -5.4755
C -3.1183 1.5909 -4.8477
C -3.2518 1.6112 -3.3020
C -2.4637 2.8175 -2.7081
C -1.4804 2.3060 -1.5970
O -0.1435 2.8101 -1.8051
P 0.7283 1.8652 -2.7903
O -0.1424 0.9530 -3.5387
O 1.4931 2.9463 -3.7376
C 1.8614 2.4123 -5.0123
C 3.1857 1.5692 -4.9852
O 4.1779 2.1053 -4.6599
N 3.2392 0.1926 -5.3927
C 2.4417 -0.0806 -6.5802
C 2.9493 -0.7405 -4.2941
O 1.8995 1.1529 -1.9475
P 1.3848 0.1176 -0.6658
C 0.7767 1.0370 0.8023
C 0.1859 -1.1810 -1.2149
H -5.0196 0.1706 -7.4837
H -3.4237 0.9153 -7.4103
H -4.7216 1.7098 -8.4118
H -2.0781 1.8305 -5.1110
H -3.3324 0.5509 -5.1537
H -4.3124 1.6228 -3.0094
H -2.8609 0.6354 -2.9731
H -3.1979 3.4789 -2.2288
H -1.8831 3.3792 -3.4495
H -1.5408 1.2243 -1.4429
H -1.8255 2.7671 -0.6568
H 1.0540 1.8842 -5.5363
H 2.1124 3.2851 -5.6365
H 1.3442 -0.0871 -6.3949
H 2.6381 0.6253 -7.4022
H 2.7125 -1.0763 -6.9676
H 3.1941 -1.7790 -4.5417
H 3.5816 -0.4391 -3.4436
H 1.9081 -0.5988 -3.9534
H 1.6008 1.4174 1.4195
H 0.0921 1.8764 0.6015
H 0.2268 0.3398 1.4638
H -0.8824 -0.9104 -1.1800
H 0.4153 -1.4957 -2.2431
H 0.3451 -2.0647 -0.5794
C -1.6344 -1.5548 5.5511
C -0.3470 -0.9293 6.1247
C -0.0665 -1.5282 7.5136
C 0.4063 -2.9807 7.5093
C 1.1516 -3.3652 6.2275
C 1.7648 -2.1811 5.4591
N 0.7083 -1.2364 5.1507
O 1.1620 -0.1268 4.4259
C 2.3042 -2.7518 4.1434
C 2.9518 -1.6038 6.2528
C -0.6211 0.5580 6.3495
H -1.8738 -1.1168 4.5801
H -2.4965 -1.3863 6.2141
H -1.5327 -2.6328 5.4120
H 0.6924 -0.9221 8.0171
H -0.9602 -1.4468 8.1447
H 1.0516 -3.1432 8.3788
H -0.4463 -3.6538 7.6441
H 1.9229 -4.1047 6.4698
H 0.4520 -3.8858 5.5654
H 1.4879 -3.1289 3.5226
H 2.9925 -3.5849 4.3334
H 2.8481 -1.9998 3.5703
H 3.7085 -2.3783 6.4311
H 2.6582 -1.2097 7.2281
H 3.4391 -0.7980 5.7021
H -1.4550 0.6868 7.0499
H -0.8973 1.0648 5.4256
H 0.2482 1.0642 6.7733

Calculated values
E_HOMO: -0.0527 Eh
Spin multiplicity: 1
Energy: -2220.111127 a.u.
Total charge: -1

Entry 4:
Computed, not measured: C37H41AlCl2Ge2N2O5S2 as an isolated structure, with the ωB97M-V functional and the def2-TZVPD basis.

CARTESIAN COORDINATES (ANGSTROEM)
Al -0.6396 0.3718 1.3357
C 5.2398 1.7598 6.1301
C 3.8653 1.6844 5.5298
C 3.6147 0.8299 4.4520
C 2.3541 0.7359 3.8975
C 1.3261 1.5091 4.4299
C 1.5414 2.3590 5.5011
C 2.8166 2.4407 6.0420
S -0.2625 1.4419 3.6981
O -0.1423 2.0400 2.3258
O -1.2186 2.0165 4.5863
N -0.5343 -0.0345 3.1833
C -1.2651 -1.1086 3.6783
C -1.4888 -1.4974 4.9670
C -2.2572 -2.6602 5.2197
C -2.7812 -3.4104 4.2078
C -2.5770 -3.0181 2.8599
C -3.0978 -3.6976 1.7345
C -2.8697 -3.2113 0.4757
C -2.1252 -2.0323 0.3198
N -1.6120 -1.3857 1.3462
C -1.8249 -1.8658 2.6101
H 5.9958 1.9061 5.3581
H 5.4802 0.8307 6.6501
H 5.3177 2.5760 6.8456
H 4.4221 0.2254 4.0549
H 2.1553 0.0666 3.0689
H 0.7242 2.9431 5.9028
H 2.9960 3.1048 6.8779
H -1.0843 -0.9226 5.7897
H -2.4263 -2.9547 6.2468
H -3.3643 -4.2976 4.4175
H -3.6869 -4.5944 1.8825
H -3.2698 -3.7010 -0.4009
H -1.9612 -1.5960 -0.6594
Cl -4.5354 0.2654 -0.4300
C -3.7646 1.6202 0.4105
Cl -3.5061 1.2568 2.1295
C -2.4475 1.9410 -0.3006
O -2.4328 2.8349 -1.1024
O -1.4253 1.1711 -0.0250
H -4.4224 2.4771 0.3505
C -0.6576 -4.0797 -3.0047
Ge 0.4357 -2.5438 -3.5379
C 2.0840 -2.6058 -2.4702
C 0.8766 -2.7069 -5.4380
Ge -0.7278 -0.4550 -3.0605
C -2.6234 -0.4259 -3.4674
C -3.3718 -1.5770 -3.1980
C -4.7407 -1.6091 -3.4173
C -5.3902 -0.4814 -3.9015
C -4.6615 0.6669 -4.1775
C -3.2897 0.6954 -3.9671
C 0.2773 1.1239 -3.6085
C 1.5932 0.9563 -4.0588
C 2.3914 2.0480 -4.3722
C 1.8847 3.3367 -4.2466
C 0.5864 3.5199 -3.7909
C -0.2065 2.4264 -3.4626
H -0.0655 -4.9899 -3.1145
H -1.5406 -4.1713 -3.6371
H -0.9710 -4.0054 -1.9620
H 2.6095 -3.5402 -2.6742
H 1.8557 -2.5710 -1.4029
H 2.7519 -1.7785 -2.7188
H 1.4189 -3.6384 -5.6106
H 1.4936 -1.8764 -5.7811
H -0.0376 -2.7227 -6.0315
H -2.8783 -2.4663 -2.8198
H -5.3016 -2.5132 -3.2129
H -6.4590 -0.5012 -4.0724
H -5.1616 1.5457 -4.5649
H -2.7424 1.5976 -4.2048
H 2.0034 -0.0421 -4.1810
H 3.4001 1.8929 -4.7353
H 2.4984 4.1901 -4.5052
H 0.1859 4.5201 -3.6818
H -1.1932 2.6030 -3.0567
O 0.9930 -0.0383 0.6827
S 1.6876 0.4168 -0.6429
C 1.6729 2.2139 -0.5867
C 2.7269 2.6022 0.4382
C 3.9423 1.7510 0.0802
C 3.4358 0.3229 -0.1442
H 0.6508 2.5367 -0.3943
H 1.9454 2.5135 -1.6046
H 2.3675 2.3823 1.4464
H 2.9401 3.6688 0.3846
H 4.7089 1.7609 0.8543
H 4.3947 2.1307 -0.8377
H 3.3991 -0.2661 0.7734
H 3.9822 -0.2373 -0.8999

Calculated values
E_HOMO (spin up / spin down): -0.3243 / -0.4100 Eh
Spin multiplicity: 2
Energy above the lowest of the compared OMol25 structures with the same formula, charge and spin: 0.00 kcal per mole
Energy: -8033.281135 a.u.
<S²>: 0.7576
Total charge: +1

Entry 5:
Computed, not measured: one molecule with the formula C6H11N in a non-equilibrium geometry, with the ωB97M-V functional and the def2-TZVPD basis.

CARTESIAN COORDINATES (ANGSTROEM)
C 0.7386 0.6815 -1.4478
C 0.5497 -0.2388 -0.2758
C 1.4747 -0.1745 0.6997
N 2.6490 0.5670 0.6524
C -0.7293 -1.0036 0.0574
C -2.0121 -0.2480 -0.3171
C -2.9444 0.0625 0.5974
H 1.8222 0.6606 -1.6863
H 0.2355 0.5282 -2.4184
H 0.6421 1.7721 -1.1933
H 1.2534 -0.7997 1.5627
H 2.4981 1.4820 0.2448
H 2.9610 0.7832 1.5923
H -0.8770 -1.0812 1.1490
H -0.7025 -2.0397 -0.3203
H -2.1332 0.2422 -1.3213
H -3.8511 0.6556 0.4376
H -2.8980 -0.5760 1.4935

Calculated values
E_HOMO: -0.2938 Eh
Spin multiplicity: 1
Energy above the lowest of the compared OMol25 structures with the same formula, charge and spin: 41.41 kcal per mole
Energy: -289.905690 a.u.
SMILES string: C=CC/C(C)=C/N
Total charge: 0